# C20H12Cl2F3O4S

2 unconnected molecules or ions with the total composition C20H12Cl2F3O4S (ωB97M-V/def2-TZVPD, the Open Molecules 2025 dataset).

Each line ends with the Mulliken charge.
Element x y z (Å)
Cl -3.77153 0.26516 4.31836  -0.18
C -2.40411 0.70030 3.39597  0.43
C -1.15213 0.34726 3.75774  -0.66
C 0.00701 0.64831 2.91506  0.38
O 1.08151 0.04564 2.99979  -0.64
C -0.22936 1.70002 1.86200  1.21
Cl 1.13078 2.70901 1.55473  -0.23
C -1.47904 2.04085 1.48989  -0.69
C -2.66828 1.43011 2.09742  0.13
O -3.77910 1.46859 1.56559  -0.64
H -1.00006 -0.26304 4.64270  0.43
H -1.61142 2.70851 0.64248  0.36
F -4.09382 -4.05081 1.07661  -0.28
C -2.80300 -4.40069 0.77984  0.87
F -2.33391 -5.12823 1.83687  -0.29
F -2.85809 -5.25062 -0.29804  -0.27
C -1.94905 -3.19865 0.48466  0.55
C -0.63368 -3.15261 0.93896  -0.81
C 0.13322 -2.02869 0.68424  -0.60
C -0.36752 -0.94828 -0.09072  0.85
C 0.42572 0.20928 -0.32212  -1.27
S 0.29895 1.01403 -1.85230  1.41
C 1.97375 1.50709 -2.31785  -0.26
C 2.64000 2.44058 -1.53021  -0.04
C 3.92468 2.86643 -1.87332  -0.58
C 4.54211 2.36812 -3.02558  -0.38
C 3.87432 1.42161 -3.81105  -0.50
C 2.59139 0.98512 -3.46242  -0.31
O -0.07509 0.12329 -2.92356  -0.73
O -0.42240 2.25920 -1.67368  -0.67
C -1.71314 -1.04672 -0.56067  -0.36
C -2.49064 -2.15160 -0.26607  -1.18
H -0.21741 -3.98127 1.50644  0.37
H 1.14937 -1.94408 1.06941  0.36
H 1.41856 0.28978 0.11463  0.84
H 2.14447 2.82921 -0.64363  0.14
H 4.43312 3.59882 -1.24398  0.36
H 5.53931 2.71693 -3.30374  0.35
H 4.34803 1.02209 -4.70816  0.35
H 2.06842 0.25795 -4.08014  0.43
H -2.15020 -0.22598 -1.13250  0.42
H -3.52172 -2.20200 -0.61367  0.33

Properties
Kohn-Sham gap: 4.62 eV
relative energy (zero: lowest compared OMol25 entry of this formula, charge and spin): 0.042 eV
lowest unoccupied orbital energy: 0.998 eV
multiplicity: 1
charge: -1
highest occupied orbital energy: -0.13318 Eh

---

# H3NO2S2

2 unconnected molecules or ions with the total composition H3NO2S2 (ωB97M-V/def2-TZVPD, the Open Molecules 2025 dataset).

Each line ends with the Mulliken charge.
Element x y z (Å)
N 1.84128 0.29779 -0.39008  -0.25
O -0.71280 -1.67938 -0.44873  -0.51
O -0.15970 0.69077 -0.38559  -0.39
S -2.81887 0.34611 -0.17452  -0.28
S -1.03479 -0.39453 0.09776  0.65
H 2.00590 1.10965 -0.91075  0.28
H 1.87951 0.31236 0.63250  0.31
H -1.00053 -0.68277 1.57941  0.18

Properties
Kohn-Sham gap (spin up / spin down): 6.05 / 5.98 eV
relative energy (zero: lowest compared OMol25 entry of this formula, charge and spin): 3.907 eV
lowest unoccupied orbital energy (spin up / spin down): -3.214 / -3.261 eV
multiplicity: 1
charge: 0
highest occupied orbital energy (spin up / spin down): -0.34029 / -0.33964 Eh

---

# C2H2O2Sm

A molecular structure, C2H2O2Sm (ωB97M-V/def2-TZVPD, the Open Molecules 2025 dataset).

Each line ends with the Mulliken charge.
Element x y z (Å)
H -1.39422 -0.06221 -0.91631  0.23
O 0.86953 -0.97835 0.27902  -0.67
C -0.40148 -0.69126 0.18304  0.06
C -0.70711 0.69799 -0.12555  0.05
O 0.21944 1.48474 -0.42253  -0.58
H -1.13361 -1.20339 0.82764  0.43
Sm 2.54745 0.75247 0.17470  1.49

Properties
Kohn-Sham gap (spin up / spin down): 4.13 / 8.13 eV
relative energy (zero: lowest compared OMol25 entry of this formula, charge and spin): 4.942 eV
lowest unoccupied orbital energy (spin up / spin down): -7.337 / -5.513 eV
multiplicity: 8
charge: +1
highest occupied orbital energy (spin up / spin down): -0.42159 / -0.50145 Eh

---

# C11H15ClN2O4S

A single C11H15ClN2O4S molecule (ωB97M-V/def2-TZVPD, the Open Molecules 2025 dataset).

Each line ends with the Mulliken charge.
Element x y z (Å)
C 0.95532 0.41375 1.79157  -1.06
N 1.59441 -0.38476 0.70372  0.10
C 1.31090 -1.72512 0.59710  0.64
O 1.28339 -2.26220 -0.41689  -0.46
O 1.15206 -2.24302 1.78490  -0.41
C 0.46357 -3.49697 1.93722  -0.60
C -1.07316 -3.53164 2.10180  -0.50
Cl -1.96141 -3.32468 0.58696  -0.18
S 2.14446 0.45487 -0.66621  1.17
O 2.76126 1.73242 -0.37138  -0.66
O 3.08998 -0.34271 -1.48283  -0.73
N 0.77224 0.77596 -1.66312  0.14
C 0.84562 0.02091 -2.97243  -0.91
C -0.34296 1.54595 -1.12210  -0.09
C -1.64173 1.05713 -1.04817  -0.15
C -2.75467 1.92112 -0.71136  -0.72
C -2.49921 3.25815 -0.40570  -0.36
C -1.18793 3.74333 -0.39708  -0.61
C -0.11961 2.89622 -0.72506  0.02
H -0.09191 0.39958 1.91303  0.32
H 1.39229 0.14147 2.78824  0.34
H 1.46506 1.38927 1.61576  0.44
H 0.84083 -4.13131 1.15499  0.42
H 0.78034 -3.96902 2.85718  0.33
H -1.30385 -2.75603 2.80309  0.32
H -1.38905 -4.50428 2.55504  0.38
H 1.89167 0.04167 -3.28219  0.35
H 0.03637 0.38556 -3.64278  0.34
H 0.57838 -1.03435 -2.81182  0.31
H -1.85957 0.05608 -1.50317  0.35
H -3.70735 1.47080 -0.86235  0.40
H -3.33103 3.90232 -0.06829  0.33
H -1.02116 4.79724 -0.21395  0.39
H 0.92646 3.30227 -0.82375  0.34

Properties
Kohn-Sham gap: 9.38 eV
relative energy (zero: lowest compared OMol25 entry of this formula, charge and spin): 1.362 eV
lowest unoccupied orbital energy: 0.548 eV
multiplicity: 1
charge: 0
highest occupied orbital energy: -0.32467 Eh
SMILES: CN(C(=O)OCCCl)S(=O)(=O)N(C)c1ccccc1

---

# C7H16O

2 unconnected molecules or ions with the total composition C7H16O (ωB97M-V/def2-TZVPD, the Open Molecules 2025 dataset).

Each line ends with the Mulliken charge.
Element x y z (Å)
C -0.07018 -1.55441 -1.37782  -0.80
C -0.66079 -0.23459 -0.87725  -0.39
C 0.42465 0.83550 -0.74292  -0.53
C 1.55415 0.35844 0.17248  -0.57
C 2.14476 -0.96138 -0.32808  -0.66
C 1.05932 -2.03146 -0.46242  -0.57
H 0.33475 -1.40200 -2.39677  0.34
H -0.86108 -2.32630 -1.44193  0.32
H -1.12304 -0.40235 0.11453  0.23
H -1.45588 0.11269 -1.56476  0.24
H -0.01191 1.77484 -0.35241  0.27
H 0.84240 1.04977 -1.74543  0.34
H 2.34505 1.13034 0.23663  0.31
H 1.14919 0.20602 1.19141  0.26
H 2.60705 -0.79363 -1.31985  0.32
H 2.93983 -1.30866 0.35945  0.31
H 1.49586 -2.97082 -0.85288  0.29
H 0.64155 -2.24570 0.54009  0.29
C -2.13453 1.80921 2.15895  -0.48
O -2.75138 2.23315 0.94724  -0.52
H -2.39047 2.56235 2.92306  0.28
H -1.03633 1.75683 2.07058  0.17
H -2.50774 0.82693 2.49429  0.24
H -2.53527 1.57523 0.25381  0.32

Properties
Kohn-Sham gap: 11.35 eV
relative energy (zero: lowest compared OMol25 entry of this formula, charge and spin): 0.346 eV
lowest unoccupied orbital energy: 0.956 eV
multiplicity: 1
charge: 0
highest occupied orbital energy: -0.38201 Eh
SMILES: C1CCCCC1.CO

---

# C5H26N2O8

8 unconnected molecules or ions with the total composition C5H26N2O8 (ωB97M-V/def2-TZVPD, the Open Molecules 2025 dataset).

Each line ends with the Mulliken charge.
Element x y z (Å)
C 1.98849 0.67423 1.01386  -0.88
C 1.44857 1.06170 -0.33190  0.62
O 1.86422 0.47183 -1.34461  -0.77
N 0.47151 1.96549 -0.39308  -0.05
C -0.18276 2.30777 -1.69401  0.25
C 0.30561 3.71281 -2.14068  -1.48
C -1.67848 2.22190 -1.44285  -0.70
N -2.12411 0.81361 -1.31010  -0.49
H 1.44379 1.27642 1.77261  0.27
H 1.95483 -0.38723 1.19543  0.26
H 3.01016 1.03466 1.15998  0.31
H 0.37506 2.69962 0.30086  0.31
H 0.20208 1.68086 -2.50743  0.26
H 1.41575 3.65959 -2.20714  0.37
H 0.12781 3.89099 -3.18271  0.41
H -0.01738 4.50052 -1.46956  0.35
H -2.35209 2.55694 -2.24868  0.38
H -1.96916 2.77862 -0.55552  0.28
H -2.31217 0.35213 -2.18668  0.22
H -1.61988 0.18261 -0.71199  0.14
O 0.81387 -4.55498 0.44391  -0.62
H 1.24592 -4.67293 -0.40974  0.29
H -0.09744 -4.37249 0.18846  0.34
O 3.42925 -2.63510 -1.71875  -0.69
H 3.41336 -1.68857 -1.54116  0.32
H 3.53276 -2.84853 -2.64990  0.31
O -3.16228 -1.19860 2.09737  -0.64
H -2.92958 -1.99957 2.57168  0.32
H -2.67455 -1.23190 1.26111  0.33
O -0.72042 -0.84125 3.36909  -0.71
H -1.03029 -0.03726 2.93407  0.42
H -0.75055 -1.54442 2.67031  0.33
O -1.97641 1.39767 2.34849  -0.64
H -2.37190 0.63012 1.88443  0.34
H -2.61380 1.71710 2.99538  0.27
O -0.53700 -2.58999 1.37088  -0.81
H -0.14298 -3.00574 2.14019  0.30
H 0.06513 -2.34502 0.58380  0.52
O 1.05351 -1.98003 -0.55451  -0.66
H 1.31844 -1.07707 -0.92321  0.24
H 1.78308 -2.57653 -0.77770  0.40

Properties
Kohn-Sham gap: 9.75 eV
relative energy (zero: lowest compared OMol25 entry of this formula, charge and spin): 1.719 eV
lowest unoccupied orbital energy: 0.429 eV
multiplicity: 1
charge: 0
highest occupied orbital energy: -0.34267 Eh
SMILES: CC(=O)N[C@H](C)CN.O.O.O.O.O.O.O

---

> charge of number 3 (C2H2O2Sm)?

+1

---

> charge of number 1 (C20H12Cl2F3O4S)?

-1

---

> What is the formula in the first record?

C20H12Cl2F3O4S